1.
Molecular formula: C29H97N9O16
Method: DFT, ωB97M-V/def2-TZVPD

```
151
Properties=species:S:1:pos:R:3:forces:R:3
C -9.625440 0.100264 -6.058217 -3.8 -1.4 2.9
O -10.369318 -0.249334 -5.158042 -0.9 -1.1 0.5
N -9.708525 -0.178556 -7.294350 -2.2 -3.5 -5.9
N -8.733387 0.950360 -5.904977 6.4 5.8 2.5
H -9.166728 0.289016 -8.007038 -0.5 -0.4 0.1
H -10.460407 -0.819299 -7.504607 0.3 0.1 -0.7
H -8.676341 1.390024 -4.997486 0.5 0.1 -0.4
H -8.116705 1.143251 -6.681244 0.2 0.5 0.9
C -0.613967 3.770352 9.044642 -0.5 0.6 -0.4
C -1.597481 3.349220 10.154378 0.1 0.7 -0.7
C -2.185668 1.937293 10.033056 0.7 1.0 -0.1
O -2.852337 1.801723 8.811139 -0.7 -1.8 -0.6
C -2.944430 0.385840 8.470345 0.5 0.7 -0.4
N -0.952089 3.493826 11.419361 1.2 0.3 1.6
H 0.464936 3.755648 9.199112 0.2 -1.7 0.4
H -0.580692 4.857482 8.972814 -1.1 0.4 -0.3
H -0.947439 3.337887 8.101318 0.5 0.2 -0.1
H -2.330395 4.154901 10.197194 -0.9 -0.6 -0.9
H -2.842433 1.733721 10.878815 -0.2 0.0 0.2
H -1.347926 1.242490 10.092529 0.2 -0.2 0.1
H -3.582216 0.211622 7.603756 -0.3 0.5 0.2
H -3.257405 -0.270752 9.282153 -0.3 0.4 0.3
H -1.964029 0.025021 8.159333 0.3 0.1 0.1
H -1.494811 4.115783 12.001360 -0.2 -0.3 0.4
H -0.130504 4.052089 11.236505 0.5 -0.2 0.4
C 7.136755 3.419291 2.752379 1.7 1.7 1.1
C 7.734218 4.264125 3.989940 0.9 -0.9 -0.9
C 9.309295 4.154597 4.008703 -0.5 0.2 -0.5
O 9.656090 2.762813 4.138109 -1.7 1.4 0.2
C 10.923028 2.320736 3.795540 -0.1 -1.2 1.0
N 7.259969 5.690702 4.050155 -0.2 -1.4 0.1
H 7.780569 3.695669 1.917379 -0.1 0.0 -0.4
H 6.136744 3.793117 2.532543 -0.2 -0.6 0.1
H 7.300805 2.350200 2.887350 -0.6 0.1 0.2
H 7.490027 3.718455 4.901378 -0.6 0.4 0.2
H 9.768025 4.787689 4.768217 -0.3 -0.3 0.8
H 9.716532 4.661110 3.133658 0.1 -0.6 -0.9
H 11.676552 2.634849 4.517779 0.6 1.3 -0.7
H 11.056193 2.346085 2.714006 0.8 0.4 0.1
H 10.945665 1.288096 4.143723 -0.4 -0.6 -0.7
H 7.062782 6.049956 3.127036 0.9 0.0 -0.7
H 6.286823 5.606067 4.306955 -0.3 0.0 1.0
C -12.832051 5.034755 1.500934 0.8 0.4 0.0
C -11.286938 5.262387 1.807251 -3.2 1.0 -2.1
C -10.965287 5.166201 3.229505 2.3 -0.6 2.5
O -9.510719 5.233724 3.237726 0.9 0.4 0.5
C -8.773375 5.665940 4.404890 -0.6 -1.0 -0.2
N -10.532157 4.515520 0.825810 0.2 -0.3 0.6
H -13.044377 5.048099 0.431898 0.5 0.4 -0.1
H -13.409260 5.840130 1.955138 -0.2 -0.2 0.1
H -13.252496 4.065063 1.767449 0.3 -0.1 0.7
H -11.096982 6.318760 1.617292 0.0 0.2 -0.5
H -11.273774 4.265957 3.761010 0.0 -0.6 -0.3
H -11.318948 5.964824 3.881602 -0.5 0.5 -0.5
H -9.362966 5.509197 5.308164 -0.1 0.3 0.1
H -8.364383 6.675262 4.359146 -0.6 0.3 -0.3
H -7.888065 5.043283 4.533824 -0.1 -0.3 -0.3
H -9.567866 4.550572 1.124152 0.3 -0.1 -0.1
H -10.819783 3.549814 0.894964 0.1 -0.4 -0.2
C 11.058730 -3.981447 -1.458206 0.8 -0.5 0.2
C 11.746622 -5.364593 -1.229883 -0.6 0.6 -1.0
C 12.269994 -5.885086 -2.630722 0.4 1.4 1.3
O 12.537672 -7.269534 -2.624450 -0.1 -0.6 -2.2
C 12.855088 -7.869675 -3.954653 0.7 -0.7 1.4
N 12.818979 -5.203996 -0.229073 0.3 -0.2 -1.7
H 10.187982 -3.936562 -2.112331 -0.2 -0.5 0.3
H 11.769444 -3.312848 -1.943966 0.3 0.0 0.1
H 10.843908 -3.548194 -0.481356 -0.3 0.1 -0.1
H 11.085688 -6.114695 -0.795588 -0.7 0.0 -0.5
H 13.147470 -5.265015 -2.814153 0.8 -0.3 0.1
H 11.625628 -5.490652 -3.416421 -0.8 -0.8 -0.1
H 12.559588 -8.918667 -3.974897 -1.1 0.2 0.4
H 13.918134 -8.089666 -4.052773 0.5 1.0 0.2
H 12.523626 -7.396178 -4.878789 -0.4 0.6 0.5
H 12.461053 -4.807651 0.628189 -0.1 -0.4 0.1
H 13.085104 -6.174513 -0.143149 0.7 0.1 1.0
C -1.995698 -4.424646 -7.403461 2.0 0.4 -0.1
C -3.074607 -4.149056 -6.443350 -2.8 -2.0 -0.3
C -4.195897 -5.232672 -6.694125 -1.3 1.1 -1.2
O -4.838616 -5.047375 -7.962569 0.5 0.3 -1.0
C -5.901381 -5.957187 -8.236902 0.6 0.9 0.0
N -2.701205 -4.314335 -5.063752 1.0 0.4 0.6
H -2.336451 -4.298860 -8.431155 0.2 -0.2 0.1
H -1.492385 -5.371197 -7.206471 -0.7 -0.6 -0.3
H -1.132881 -3.790733 -7.198997 -0.1 0.8 -0.3
H -3.508616 -3.153786 -6.539222 -0.2 0.0 -0.8
H -5.022986 -5.050251 -6.008025 0.2 -0.5 0.9
H -3.886951 -6.275575 -6.764929 0.7 0.0 1.1
H -6.758986 -5.617479 -7.656201 -0.3 -0.6 0.1
H -5.623873 -6.999051 -8.076900 0.0 -0.1 0.5
H -6.142936 -5.893366 -9.297887 0.0 0.3 0.0
H -3.499433 -4.129296 -4.473261 -0.4 -0.3 0.1
H -2.157262 -3.477302 -4.910111 0.7 0.0 0.6
C -2.514907 2.564788 -0.081627 0.9 0.7 0.3
C -1.519701 1.384343 -0.167691 -1.3 1.4 -0.3
C -0.143457 1.911290 -0.651241 -1.8 -0.3 1.0
O 0.717009 0.840569 -0.748548 1.2 -0.9 -2.5
C 1.665322 1.110011 -1.846334 0.1 -0.1 2.4
N -1.617947 0.730792 1.114056 0.5 -0.7 0.1
H -3.441148 2.363887 0.456721 0.0 -0.5 -0.2
H -2.736478 3.090362 -1.010496 0.0 -0.3 -0.2
H -1.979824 3.288899 0.532740 -0.1 0.4 0.2
H -1.919653 0.743547 -0.953519 0.4 -0.5 0.0
H 0.314800 2.623542 0.034897 -0.3 0.6 0.1
H -0.369997 2.362173 -1.617415 0.3 0.3 -0.2
H 2.211460 0.182737 -2.019567 -0.2 0.2 -0.3
H 2.328727 1.845413 -1.391170 0.6 0.1 -0.4
H 1.238284 1.596599 -2.723237 -0.4 -0.6 -0.1
H -1.753222 1.378737 1.876931 0.1 0.2 0.0
H -0.799531 0.174293 1.315608 0.1 -0.1 0.0
C 4.358045 -7.801631 -1.900452 0.3 0.3 -0.7
C 3.387165 -8.546603 -0.962083 0.1 1.4 -1.3
C 4.128643 -9.328787 0.081631 0.3 -0.6 1.1
O 4.847457 -10.375485 -0.530242 -2.0 0.8 -2.1
C 5.801094 -11.018777 0.179437 0.8 -0.3 1.1
N 2.467046 -7.537388 -0.389319 0.5 -0.6 1.1
H 5.252907 -8.333098 -2.224293 -0.2 -0.5 0.3
H 4.740504 -6.867872 -1.488256 -0.1 -0.1 0.8
H 3.936782 -7.427137 -2.833395 -0.6 -0.4 -0.1
H 2.733146 -9.276550 -1.439086 0.6 -0.3 -0.8
H 3.386407 -9.745279 0.762603 -0.2 -0.2 0.3
H 4.820385 -8.769301 0.711364 0.1 0.6 -0.1
H 6.279305 -11.730386 -0.493638 0.2 0.1 0.2
H 5.396438 -11.553570 1.038715 -0.1 -0.3 0.2
H 6.499979 -10.283490 0.578195 0.6 -0.1 0.1
H 1.842194 -8.096573 0.173681 -0.4 0.3 0.4
H 1.871668 -7.089027 -1.070945 0.3 -0.1 -0.4
O -7.068887 7.132132 -4.167185 0.2 -0.1 -0.2
H -8.022454 7.165379 -4.243513 -0.2 0.0 0.0
H -6.887108 7.459087 -3.286110 0.1 0.1 0.3
O 0.751249 8.104840 -3.644903 0.0 0.0 0.2
H 1.221357 8.728459 -4.198363 0.1 0.2 -0.1
H 0.221638 7.593072 -4.256328 -0.2 -0.2 -0.2
O 3.523691 -2.562956 1.977254 0.2 0.0 0.2
H 3.092534 -3.324739 1.589951 -0.1 -0.3 -0.1
H 3.179629 -1.816937 1.486031 -0.1 0.2 -0.1
O -2.435585 6.182008 -5.842937 0.3 -0.1 0.0
H -3.030388 6.183888 -5.092980 -0.2 0.0 0.2
H -2.582665 7.026942 -6.268015 -0.1 0.2 -0.2
O -6.781154 -2.441655 1.796172 0.0 -0.2 0.0
H -7.462259 -1.769392 1.816032 -0.2 0.1 0.0
H -5.976622 -1.974919 2.022282 0.3 0.1 0.0
O -0.913461 8.646353 2.014893 -0.1 -0.2 0.1
H -0.699774 9.533370 2.304332 0.1 0.2 0.1
H -0.772450 8.662296 1.068273 0.0 -0.1 -0.3
O -6.355125 8.582373 0.792238 0.0 0.0 -0.3
H -5.733601 9.120590 1.282436 0.2 0.1 0.1
H -6.866930 8.133637 1.465227 -0.2 -0.2 0.1
O -1.591658 2.115320 -8.250046 -0.1 -0.2 0.0
H -0.842803 2.168621 -8.843844 0.2 0.0 -0.2
H -1.545524 2.919428 -7.732837 0.0 0.2 0.2
```
Forces are in eV/Å.

Properties
ΔE to the lowest compared entry with this formula, charge and spin ... 424.6 kJ/mol
Net charge ... 0
F_max ... 8.9 eV/A
Energy ... -2859.38815 a.u.
LUMO level ... 0.1 eV
HOMO-LUMO gap ... 9.27 eV

2.
Molecular formula: C2AgBF4O6
Method: DFT, ωB97M-V/def2-TZVPD

```
14
Properties=species:S:1:pos:R:3:forces:R:3
Ag -0.938393 -0.910597 1.102781 1.7 1.1 0.7
C 1.499927 -0.101007 2.458151 0.1 2.6 -1.2
O 0.482967 -0.262327 3.125561 -6.5 -3.0 3.3
O 2.332087 0.630423 2.953271 5.6 2.3 2.9
O 1.505777 -0.335977 1.255691 -0.1 -2.8 -5.1
C -0.235213 2.190263 0.320311 1.6 -0.6 1.5
O -1.267253 1.509253 0.390221 -2.3 -0.8 -0.1
O 0.539227 1.985933 -0.660729 0.4 0.9 -0.8
O 0.154687 2.940643 1.257841 -0.1 0.8 -0.7
B -0.794643 -1.537197 -2.420459 -1.0 0.0 -0.9
F -0.561043 -1.809837 -1.117199 0.7 -1.1 1.7
F -0.427113 -2.597267 -3.286579 -0.4 -1.2 0.0
F -2.159823 -1.219407 -2.504079 -1.4 -0.5 -0.5
F -0.131193 -0.482897 -2.874789 1.8 2.4 -0.8
```
Forces are in eV/Å.

Properties
Expectation value of S² ... 0.759
ΔE to the lowest compared entry with this formula, charge and spin ... 4.2 kJ/mol
Spin multiplicity ... 2
Net charge ... -3
F_max ... 7.9 eV/A
Energy ... -1098.97098 a.u.
LUMO level (alpha / beta) ... 8.1 / 8.1 eV
HOMO-LUMO gap (alpha / beta) ... 3.90 / 3.90 eV

3.
Molecular formula: C2AuO3
Method: DFT, ωB97M-V/def2-TZVPD

```
6
Properties=species:S:1:pos:R:3:forces:R:3
O -0.999895 0.341767 -1.619132 -0.4 0.4 -0.9
C -1.480402 1.112266 -2.301019 -1.1 1.7 -1.5
O 0.133769 -1.006066 1.212995 1.3 -1.2 6.3
C 0.906572 -0.210273 1.823637 0.2 0.4 3.8
O 1.560568 0.705918 1.379920 0.4 0.3 -1.4
Au -0.120614 -0.943612 -0.496401 -0.4 -1.5 -6.3
```
Forces are in eV/Å.

Properties
Expectation value of S² ... 3.763
ΔE to the lowest compared entry with this formula, charge and spin ... 27.9 kJ/mol
Spin multiplicity ... 4
Net charge ... +2
F_max ... 6.5 eV/A
Energy ... -436.44100 a.u.
LUMO level (alpha / beta) ... -11.7 / -17.0 eV
HOMO-LUMO gap (alpha / beta) ... 9.86 / 6.55 eV

4.
Molecular formula: C2BiF3MgNO4S2
Method: DFT, ωB97M-V/def2-TZVPD

```
14
Properties=species:S:1:pos:R:3:forces:R:3
O -3.528680 -0.317995 1.611557 0.2 1.1 -1.6
C -3.386242 -0.008104 0.455807 -0.3 0.0 3.7
O -3.334968 -0.612697 -0.627218 -0.1 -0.3 -1.4
Mg -1.983693 1.885956 -0.065196 0.4 0.0 0.3
Bi -1.337359 -1.529835 -0.792330 -0.9 -2.2 -2.6
N -0.000011 1.176723 -0.042811 -1.2 -0.4 -0.7
S -0.469315 0.678919 -1.709976 0.1 0.2 0.4
S 0.738787 0.066877 0.798126 2.9 2.7 4.0
O 0.190958 -1.314653 0.534664 -0.1 -0.3 0.7
O 0.875151 0.448047 2.193564 -0.8 -0.8 -2.6
C 2.488197 -0.100189 0.144386 1.7 0.0 0.1
F 2.485111 -0.673293 -1.044905 -0.5 -0.1 -0.3
F 3.026993 1.101284 0.057896 -0.6 -0.2 0.1
F 3.189003 -0.840366 0.984091 -0.8 0.2 -0.1
```
Forces are in eV/Å.

Properties
Expectation value of S² ... 0.754
ΔE to the lowest compared entry with this formula, charge and spin ... 26.6 kJ/mol
Spin multiplicity ... 2
Net charge ... +2
F_max ... 5.6 eV/A
Energy ... -1941.85523 a.u.
LUMO level (alpha / beta) ... -10.6 / -11.3 eV
HOMO-LUMO gap (alpha / beta) ... 7.43 / 7.38 eV

5.
Molecular formula: C2Br2Cl2S
Method: DFT, ωB97M-V/def2-TZVPD

```
7
Properties=species:S:1:pos:R:3:forces:R:3
Cl 1.003494 -1.868080 -0.107749 0.0 0.0 0.0
C 0.740747 -0.179990 -0.230870 -2.3 0.0 1.1
Cl 1.963192 0.729548 -0.986294 0.1 -0.2 0.0
C -0.413285 0.377207 0.253264 -0.4 0.3 0.2
Br -0.581303 2.265139 0.036486 -0.1 0.0 0.0
S -2.000649 -0.239800 1.144904 2.7 0.0 -1.0
Br -3.297990 -0.413573 -0.572752 -0.2 0.0 -0.2
```
Forces are in eV/Å.

Properties
ΔE to the lowest compared entry with this formula, charge and spin ... 12.4 kJ/mol
SMILES ... ClC(Cl)=C(Br)SBr
Net charge ... 0
F_max ... 2.9 eV/A
Energy ... -6542.76410 a.u.
LUMO level ... -0.8 eV
HOMO-LUMO gap ... 8.58 eV

6.
Molecular formula: C2Br4S2
Method: DFT, ωB97M-V/def2-TZVPD

```
8
Properties=species:S:1:pos:R:3:forces:R:3
C 1.124937 -0.257320 0.157767 0.6 2.0 0.3
C -1.335093 0.016320 -0.277911 -0.6 -0.7 -0.9
S 0.341138 -0.504020 1.714629 0.8 0.0 0.0
S 0.013015 -0.674024 -1.125420 -0.8 0.3 0.1
Br 1.691221 1.847516 -0.050936 -0.4 -1.2 0.4
Br 2.744676 -1.096404 -0.262648 1.0 -0.9 0.1
Br -2.770185 -1.095340 0.002320 -0.7 -0.9 0.2
Br -1.809712 1.763274 -0.157802 0.0 1.4 -0.1
```
Forces are in eV/Å.

Properties
Expectation value of S² ... 2.009
ΔE to the lowest compared entry with this formula, charge and spin ... 1.7 kJ/mol
Spin multiplicity ... 3
Net charge ... 0
F_max ... 2.1 eV/A
Energy ... -11168.50103 a.u.
LUMO level (alpha / beta) ... -0.7 / -3.2 eV
HOMO-LUMO gap (alpha / beta) ... 7.75 / 6.49 eV

net charge of number 6 (C2Br4S2)? 0

Which of these has the lowest F_max? C2Br4S2

What is the energy in the fourth record? -1941.85523 a.u.

What is the formula in the first record? C29H97N9O16